*1*
Below is a structure of composition C16H23FN2O3S, with properties calculated with the ωB97M-V functional and the def2-TZVPD basis.

```
! RIJCOSX wB97M-V def2-TZVPD def2/J DEFGRID3
* xyz 0 1
C -2.711 -2.914 1.716
C -3.000 -1.563 1.064
C -4.342 -1.521 0.324
C -5.012 -0.278 -0.069
H -6.048 -0.571 -0.594
H -5.212 0.296 0.899
C -4.341 0.372 -0.934
N -3.093 1.145 -0.671
C -1.882 0.876 -1.081
O -1.545 0.053 -1.916
C -0.779 1.712 -0.195
C -0.862 2.911 0.175
C 0.333 3.205 0.834
C 1.475 2.722 1.191
C 1.497 1.323 0.547
C 0.376 0.751 0.118
H 0.555 -0.386 -0.336
S 2.923 0.271 1.048
O 4.117 1.291 1.373
O 2.545 -0.734 1.911
N 3.177 -0.251 -0.678
C 3.691 -1.480 -0.530
H 3.273 -2.008 -1.414
H 3.590 -2.036 0.437
C 5.296 -1.216 -1.285
H 6.033 -1.797 -0.297
H 5.529 -2.046 -2.001
C 5.518 0.296 -1.170
H 5.756 0.499 -0.077
H 6.201 0.389 -1.859
C 4.068 0.751 -1.427
H 3.734 0.517 -2.553
H 3.935 1.707 -1.028
H 2.286 2.907 1.653
H 0.199 4.338 1.300
F -1.820 3.773 0.131
H -3.186 1.758 0.055
H -3.910 -0.166 -1.613
H -4.893 1.317 -1.546
H -5.341 -1.972 1.104
H -4.323 -2.305 -0.385
H -3.342 -0.754 2.121
H -2.477 -1.273 0.403
H -3.544 -3.396 2.387
H -2.809 -3.590 0.762
H -1.636 -2.923 2.106
*
```

The orbital gap comes out at 9.38 eV. The LUMO energy comes out at 0.5 eV. For the HOMO energy, the calculation gives -8.85 eV.

Mulliken atomic charge list, values in e, 5 entries: -1.1594 -0.2159 -0.8344 0.0996 0.2071


*2*
Below is an isolated molecule of C16H23FN2O3S, with properties calculated with the ωB97M-V functional and the def2-TZVPD basis.

```
! RIJCOSX wB97M-V def2-TZVPD def2/J DEFGRID3
* xyz 0 1
C -2.566 -1.569 1.460
C -3.480 -1.113 0.311
C -4.945 -1.289 0.738
C -3.220 -1.956 -0.934
C -3.256 0.393 0.145
O -3.536 1.141 1.052
C -2.664 0.981 -1.141
N -1.243 1.296 -1.063
C -0.872 2.017 0.143
C 0.553 2.543 -0.007
N 1.477 1.454 -0.257
S 1.885 0.536 1.090
O 1.103 -0.667 1.209
O 1.947 1.418 2.214
C 3.551 0.072 0.619
C 4.495 1.075 0.499
C 5.787 0.754 0.126
C 6.094 -0.575 -0.118
F 7.348 -0.894 -0.485
C 5.157 -1.588 0.003
C 3.867 -1.251 0.378
C 1.082 0.666 -1.403
C -0.361 0.165 -1.285
H -1.514 -1.433 1.216
H -2.735 -2.622 1.673
H -2.783 -0.991 2.355
H -5.161 -0.663 1.600
H -5.615 -1.005 -0.071
H -5.136 -2.327 1.000
H -2.182 -1.901 -1.249
H -3.443 -2.997 -0.707
H -3.861 -1.652 -1.759
H -2.823 0.336 -2.003
H -3.184 1.932 -1.307
H -1.570 2.844 0.282
H -0.904 1.377 1.040
H 0.875 3.036 0.909
H 0.620 3.237 -0.850
H 4.203 2.092 0.708
H 6.553 1.508 0.024
H 5.442 -2.609 -0.192
H 3.100 -2.000 0.496
H 1.768 -0.180 -1.479
H 1.187 1.297 -2.290
H -0.644 -0.320 -2.223
H -0.397 -0.568 -0.467
*
```

The orbital gap comes out at 9.07 eV. The LUMO energy comes out at 0.6 eV. The SMILES is CC(C)(C)C(=O)CN1CCN(S(=O)(=O)c2ccc(F)cc2)CC1. For the HOMO energy, the calculation gives -8.47 eV.

Mulliken atomic charge list, values in e, 5 entries: -1.5440 2.2999 -1.9070 -1.8416 0.4284


On energetic grounds, *2* is preferred over the next structure by 1391.4 kJ/mol.


*1*
Below is a cluster of 2 separate species, CH2FN5 in total, with properties calculated with the ωB97M-V functional and the def2-TZVPD basis.

```
! RIJCOSX wB97M-V def2-TZVPD def2/J DEFGRID3
* xyz 0 1
C -0.238 0.602 4.140
N -0.589 1.659 4.351
N 0.392 -0.521 3.892
N 0.737 -1.034 2.855
N -0.282 0.428 0.217
N 0.697 -1.053 1.641
F 1.451 -1.891 0.950
H -0.133 0.021 -0.722
H 0.251 1.295 0.180
*
```

The orbital gap (alpha / beta) comes out at 6.52 / 6.52 eV. The LUMO energy (alpha / beta) comes out at -2.9 / -2.9 eV. For the HOMO energy (alpha / beta), the calculation gives -9.46 / -9.46 eV.

Mulliken atomic charge list, values in e, 5 entries: 0.4248 -0.3417 -0.5370 0.3078 -0.3934


*2*
Below is a cluster of 2 separate species, CH2FN5 in total, with properties calculated with the ωB97M-V functional and the def2-TZVPD basis.

```
! RIJCOSX wB97M-V def2-TZVPD def2/J DEFGRID3
* xyz 0 1
H -1.093 -2.986 1.139
N -0.732 -2.124 1.544
N -0.985 -1.110 0.931
N -1.222 0.042 0.990
N -1.059 1.152 0.462
C -0.067 1.530 -0.282
N 0.734 1.962 -0.991
F 2.485 0.399 -2.036
H 1.938 1.134 -1.757
*
```

The orbital gap comes out at 8.81 eV. The LUMO energy comes out at -1.5 eV. The SMILES is [H]/N=N/N=N\C#N.F. For the HOMO energy, the calculation gives -10.30 eV.

Mulliken atomic charge list, values in e, 5 entries: 0.2693 -0.5568 0.5166 0.3638 -0.5982


On energetic grounds, *2* is preferred over the next structure by 418.9 kJ/mol.


*1*
Below is an isolated molecule of C2H5N5, with properties calculated with the ωB97M-V functional and the def2-TZVPD basis.

```
! RIJCOSX wB97M-V def2-TZVPD def2/J DEFGRID3
* xyz 0 1
N -2.321 -0.575 0.088
C -1.030 -0.100 0.032
N -0.755 1.227 -0.004
C 0.578 1.233 -0.036
N 1.016 -0.012 -0.021
N 2.339 -0.496 -0.006
N 0.019 -0.888 -0.019
H -2.370 -1.486 -0.372
H -3.033 0.070 -0.135
H 1.245 2.047 -0.005
H 2.419 -0.916 0.940
H 2.363 -1.299 -0.666
*
```

The orbital gap comes out at 9.71 eV. The LUMO energy comes out at 1.1 eV. The SMILES is Nc1ncn(N)n1. For the HOMO energy, the calculation gives -8.64 eV.

Mulliken atomic charge list, values in e, 5 entries: -0.4545 0.4089 -0.6517 0.0680 0.8172


*2*
Below is a structure of composition C2H5N5, with properties calculated with the ωB97M-V functional and the def2-TZVPD basis.

```
! RIJCOSX wB97M-V def2-TZVPD def2/J DEFGRID3
* xyz 0 1
C -1.153 -0.124 0.174
C 0.939 -0.077 0.034
H -2.217 -1.440 -0.311
H -1.079 1.782 -0.536
H 1.082 1.695 0.779
H 2.916 -0.330 -0.203
H 0.104 -1.986 -0.205
N -2.398 -0.373 -0.093
N -0.714 1.215 0.146
N 0.703 1.191 -0.082
N 1.987 -0.690 -0.053
N -0.170 -0.863 0.350
*
```

The orbital gap comes out at 9.47 eV. The LUMO energy comes out at 0.4 eV. For the HOMO energy, the calculation gives -9.08 eV.

Mulliken atomic charge list, values in e, 5 entries: 0.4131 0.2269 0.2112 0.2819 0.3159


On energetic grounds, *1* is preferred over the next structure by 284.5 kJ/mol.


*1*
Below is a cluster of 2 separate species, CH7NO in total, with properties calculated with the ωB97M-V functional and the def2-TZVPD basis.

```
! RIJCOSX wB97M-V def2-TZVPD def2/J DEFGRID3
* xyz 0 1
N -1.589 1.833 -1.119
O -0.876 0.794 -0.409
H -1.392 1.703 -2.080
H -2.614 1.643 -1.010
H -0.703 1.080 0.456
C 1.444 -1.421 0.803
H 0.803 -1.177 -0.006
H 0.887 -1.589 1.753
H 2.077 -0.525 0.987
H 1.965 -2.340 0.625
*
```

The orbital gap comes out at 10.85 eV. The LUMO energy comes out at 1.2 eV. The SMILES is NO.C. For the HOMO energy, the calculation gives -9.68 eV.

Mulliken atomic charge list, values in e, 5 entries: -0.4376 -0.3852 0.2454 0.2431 0.3367


*2*
Below is a cluster of 3 separate species, CH7NO in total, with properties calculated with the ωB97M-V functional and the def2-TZVPD basis.

```
! RIJCOSX wB97M-V def2-TZVPD def2/J DEFGRID3
* xyz 0 1
C -1.478 -0.633 -0.478
H 2.332 2.861 0.682
H 1.866 1.247 0.213
H -0.191 -1.021 1.117
H 0.260 -1.793 -0.180
H -1.372 -0.089 -1.388
H -2.242 -1.491 -0.449
H -1.741 0.255 0.206
N -0.188 -0.932 0.181
O 2.753 1.597 0.095
*
```

The orbital gap comes out at 9.55 eV. The LUMO energy comes out at 0.0 eV. For the HOMO energy, the calculation gives -9.55 eV.

Mulliken atomic charge list, values in e, 5 entries: -0.6612 0.3324 0.3313 0.2078 0.1915


On energetic grounds, *1* is preferred over the next structure by 123.1 kJ/mol.


*1*
Below is an isolated molecule of C5H3N3, with properties calculated with the ωB97M-V functional and the def2-TZVPD basis.

```
! RIJCOSX wB97M-V def2-TZVPD def2/J DEFGRID3
* xyz 0 1
C 1.077 -0.115 -1.073
C 0.338 0.292 -0.088
C 0.596 1.096 1.105
N -0.389 0.963 1.869
N -1.295 -0.085 1.498
C -0.977 -0.386 0.315
C -1.660 -1.143 -0.699
N -2.202 -1.660 -1.595
H 2.061 0.499 -0.949
H 0.952 -1.046 -1.774
H 1.498 1.584 1.390
*
```

The orbital gap comes out at 9.16 eV. The LUMO energy comes out at -1.3 eV. The SMILES is C=C1C=NN=C1C#N. For the HOMO energy, the calculation gives -10.51 eV.

Mulliken atomic charge list, values in e, 5 entries: -0.5652 0.6566 -0.4565 -0.3774 -0.4382


*2*
Below is a structure of composition C5H3N3, with properties calculated with the ωB97M-V functional and the def2-TZVPD basis.

```
! RIJCOSX wB97M-V def2-TZVPD def2/J DEFGRID3
* xyz 0 1
C 1.791 -0.331 -0.015
C 1.285 0.892 -0.047
C -0.181 0.676 -0.016
C -2.126 -0.059 0.031
C -0.252 -0.849 -0.053
H 2.848 -0.547 -0.031
H 1.970 1.825 0.038
H -3.196 -0.048 0.074
N -1.363 1.145 0.017
N -1.602 -1.249 -0.076
N 0.827 -1.456 0.078
*
```

The orbital gap comes out at 7.77 eV. The LUMO energy comes out at -1.9 eV. For the HOMO energy, the calculation gives -9.63 eV.

Mulliken atomic charge list, values in e, 5 entries: -0.1652 -0.5840 0.8068 -0.0813 0.4400


On energetic grounds, *2* is preferred over the next structure by 60.9 kJ/mol.


*1*
Below is an isolated molecule of C22H26N2O5S, with properties calculated with the ωB97M-V functional and the def2-TZVPD basis.

```
! RIJCOSX wB97M-V def2-TZVPD def2/J DEFGRID3
* xyz 0 1
C -0.698 -4.369 -0.132
C 0.320 -3.285 -0.291
C 0.063 -2.201 -1.127
C 1.004 -1.203 -1.297
C 2.211 -1.283 -0.628
S 3.421 0.029 -0.823
O 3.164 0.680 -2.076
O 4.716 -0.529 -0.573
N 3.152 1.166 0.358
C 3.418 0.804 1.729
C 2.167 0.299 2.453
C 1.027 1.302 2.299
C 0.764 1.576 0.817
C -0.358 2.593 0.644
O -0.852 3.207 1.565
N -0.750 2.759 -0.640
C -1.910 3.544 -0.991
C -2.956 2.704 -1.740
C -3.115 1.317 -1.173
C -3.193 0.231 -2.032
C -3.327 -1.077 -1.571
C -3.355 -1.255 -0.211
C -3.276 -0.171 0.663
C -3.170 1.120 0.211
O -3.319 -0.626 1.954
C -3.438 -2.028 1.869
O -3.445 -2.419 0.512
C 2.062 2.086 0.170
C 2.494 -2.357 0.192
C 1.548 -3.354 0.360
H -1.697 -3.950 -0.025
H -0.477 -4.990 0.732
H -0.700 -5.006 -1.016
H -0.882 -2.142 -1.645
H 0.831 -0.372 -1.964
H 4.205 0.050 1.704
H 3.803 1.694 2.240
H 2.399 0.153 3.509
H 1.863 -0.664 2.036
H 0.117 0.922 2.767
H 1.282 2.243 2.789
H 0.457 0.645 0.325
H -0.331 2.201 -1.366
H -1.613 4.395 -1.613
H -2.309 3.929 -0.050
H -2.671 2.622 -2.790
H -3.912 3.232 -1.699
H -3.156 0.397 -3.099
H -3.406 -1.911 -2.249
H -3.118 1.939 0.908
H -2.586 -2.502 2.383
H -4.376 -2.350 2.350
H 1.960 2.224 -0.907
H 2.337 3.045 0.623
H 3.458 -2.405 0.675
H 1.767 -4.196 0.999
*
```

The orbital gap comes out at 8.92 eV. The LUMO energy comes out at 0.6 eV. The SMILES is Cc1ccc(S(=O)(=O)N2CCC[C@@H](C(=O)NCCc3ccc4c(c3)OCO4)C2)cc1. For the HOMO energy, the calculation gives -8.36 eV.

Mulliken atomic charge list, values in e, 5 entries: -1.3468 0.5660 -0.2238 -0.5587 0.0030


*2*
Below is an isolated molecule of C22H26N2O5S, with properties calculated with the ωB97M-V functional and the def2-TZVPD basis.

```
! RIJCOSX wB97M-V def2-TZVPD def2/J DEFGRID3
* xyz 0 1
O -2.399 2.671 1.756
C -1.298 2.157 1.902
C -0.647 1.517 0.726
C -0.458 0.201 0.623
C 0.032 -0.512 -0.549
C 0.439 -1.842 -0.403
C 0.920 -2.557 -1.483
C 0.992 -1.947 -2.721
S 1.521 -2.900 -4.142
O 2.365 -3.968 -3.699
O 1.992 -2.005 -5.155
N 0.121 -3.596 -4.720
C -0.853 -2.697 -5.293
C -1.853 -3.531 -6.100
O -2.454 -4.517 -5.293
C -1.490 -5.387 -4.747
C -0.480 -4.616 -3.893
C 0.587 -0.637 -2.895
C 0.112 0.080 -1.813
N -0.671 2.122 3.094
C -1.322 2.747 4.240
C -2.578 1.981 4.696
O -3.757 2.487 4.146
C 0.689 1.667 3.297
C 1.598 2.810 3.683
C 1.655 3.945 2.883
C 2.474 5.004 3.227
C 3.249 4.939 4.373
C 3.200 3.811 5.173
C 2.375 2.753 4.831
H -0.491 2.182 -0.111
H -0.663 -0.426 1.484
H 0.383 -2.311 0.568
H 1.257 -3.577 -1.383
H -1.391 -2.144 -4.506
H -0.317 -1.998 -5.934
H -1.329 -4.004 -6.942
H -2.665 -2.906 -6.475
H -0.954 -5.907 -5.554
H -2.038 -6.110 -4.142
H -0.999 -4.169 -3.030
H 0.321 -5.268 -3.545
H 0.668 -0.194 -3.875
H -0.213 1.098 -1.954
H -1.623 3.767 3.977
H -0.591 2.795 5.046
H -2.453 0.914 4.447
H -2.689 2.069 5.780
H -3.604 2.615 3.192
H 1.051 1.216 2.371
H 0.696 0.902 4.083
H 1.049 3.997 1.990
H 2.509 5.882 2.600
H 3.889 5.766 4.642
H 3.801 3.754 6.068
H 2.337 1.874 5.460
*
```

The orbital gap comes out at 8.94 eV. The LUMO energy comes out at -0.3 eV. The SMILES is O=C(/C=C/c1ccc(S(=O)(=O)N2CCOCC2)cc1)N(CCO)Cc1ccccc1. For the HOMO energy, the calculation gives -9.28 eV.

Mulliken atomic charge list, values in e, 5 entries: -0.7532 0.5598 -0.7859 -0.0404 1.1954


On energetic grounds, *1* is preferred over the next structure by 111.7 kJ/mol.